{"formula": "C32H34N6O4PS2Ti", "method": "ωB97M-V/def2-TZVPD", "species": ["Ti", "C", "C", "N", "N", "C", "N", "S", "C", "C", "C", "C", "C", "N", "H", "H", "H", "H", "H", "H", "H", "H", "H", "C", "C", "C", "C", "C", "C", "C", "C", "C", "C", "C", "C", "C", "C", "C", "N", "H", "H", "H", "H", "H", "H", "H", "H", "H", "H", "C", "P", "C", "C", "O", "H", "H", "H", "H", "H", "H", "H", "H", "H", "N", "C", "C", "C", "C", "C", "C", "S", "O", "O", "O", "H", "H", "H", "H", "H", "H"], "coordinates": [[0.00, 0.67, 0.25], [-4.17, 1.62, 0.36], [-2.70, 1.60, 0.55], [-1.86, 1.40, -0.40], [-2.34, 1.06, -1.63], [-2.10, 1.92, -2.60], [-2.38, 1.44, -3.85], [-1.54, 3.54, -2.45], [-2.05, 2.01, 1.81], [-2.76, 2.40, 2.92], [-2.10, 2.99, 3.98], [-0.73, 3.18, 3.88], [-0.08, 2.68, 2.77], [-0.71, 2.07, 1.75], [-4.41, 1.26, -0.63], [-4.67, 0.99, 1.11], [-4.56, 2.64, 0.46], [-2.92, 0.59, -3.93], [-2.43, 2.11, -4.59], [-3.84, 2.26, 2.95], [-2.63, 3.30, 4.87], [-0.17, 3.69, 4.65], [0.98, 2.76, 2.69], [3.73, 0.98, 2.74], [3.47, -0.02, 3.68], [2.25, -0.67, 3.65], [1.31, -0.35, 2.66], [1.59, 0.58, 1.65], [2.80, 1.27, 1.76], [-0.04, -0.94, 2.67], [-0.58, -1.56, 3.83], [-1.84, -2.03, 3.84], [-2.61, -1.99, 2.66], [-3.91, -2.54, 2.59], [-4.60, -2.54, 1.42], [-3.99, -2.00, 0.26], [-2.75, -1.44, 0.30], [-2.02, -1.40, 1.52], [-0.76, -0.81, 1.56], [4.68, 1.52, 2.77], [4.21, -0.28, 4.43], [2.03, -1.43, 4.39], [3.05, 2.06, 1.06], [0.02, -1.61, 4.73], [-2.27, -2.46, 4.74], [-4.33, -2.98, 3.49], [-5.59, -2.97, 1.36], [-4.53, -2.01, -0.69], [-2.31, -1.05, -0.60], [2.07, -2.73, -0.58], [0.75, -2.12, -1.61], [-0.56, -3.32, -1.52], [1.27, -2.12, -3.29], [0.28, -0.73, -1.13], [2.22, -3.80, -0.77], [1.82, -2.57, 0.47], [2.98, -2.19, -0.83], [-0.19, -4.28, -1.88], [-1.38, -2.99, -2.16], [-0.93, -3.43, -0.50], [1.40, -3.16, -3.61], [2.20, -1.59, -3.47], [0.49, -1.65, -3.90], [1.00, 2.10, -0.99], [2.02, 1.59, -1.95], [1.93, 1.95, -3.28], [2.80, 1.39, -4.22], [3.78, 0.49, -3.82], [3.90, 0.17, -2.47], [3.01, 0.71, -1.55], [4.64, -0.54, -5.03], [4.96, 0.32, -6.14], [5.77, -1.09, -4.31], [3.61, -1.54, -5.33], [0.28, 2.58, -1.54], [1.42, 2.82, -0.42], [1.15, 2.64, -3.60], [2.71, 1.65, -5.27], [4.67, -0.53, -2.18], [3.09, 0.42, -0.52]], "lowdin_charge": [0.96, 0.00, -0.28, -0.10, -0.03, -0.92, 0.06, 0.53, -0.20, 0.01, -0.03, -0.03, -0.08, 0.04, 0.08, 0.09, 0.10, 0.09, 0.07, 0.12, 0.12, 0.12, 0.11, -0.06, -0.07, -0.03, -0.21, -0.18, -0.14, -0.19, 0.01, 0.01, -0.15, -0.03, -0.06, -0.05, -0.06, -0.17, 0.06, 0.11, 0.11, 0.10, 0.10, 0.11, 0.13, 0.12, 0.11, 0.12, 0.08, -0.13, 0.64, -0.16, -0.14, -0.42, 0.07, 0.05, 0.06, 0.07, 0.07, 0.05, 0.08, 0.03, 0.09, 0.01, -0.26, -0.02, -0.03, -0.26, -0.07, -0.07, 0.40, -0.35, -0.36, -0.37, -0.05, 0.10, 0.09, 0.12, 0.11, 0.08], "s_squared": 0.7563, "e_tot_ha": -3856.65447, "max_force_ev_per_a": 2.29, "multiplicity": 2, "orbital_gap_ev": [6.04, 5.93]}